Entry 1:
Density functional theory data (ωB97M-V with the def2-TZVPD basis set) for a 11-piece molecular cluster, C14H50N4O11 overall at a distorted geometry.

Each line ends with the Löwdin charge.
Positions of all 79 atoms, in Å:
N1 1.183 3.557 -2.400  0.185
C1 -0.050 3.359 -2.289  -0.644
N2 -0.783 4.387 -2.121  0.199
O1 -0.556 2.091 -2.211  -0.100
H1 1.863 2.790 -2.628  0.085
H2 1.608 4.453 -2.276  0.131
H3 -1.774 4.224 -1.945  0.142
H4 -0.525 5.341 -1.937  0.131
N3 -2.863 -5.586 0.791  0.154
C2 -2.239 -5.160 1.819  -0.656
N4 -1.751 -3.953 1.657  0.145
O2 -2.191 -5.676 3.089  -0.132
H5 -3.360 -6.464 0.938  0.127
H6 -2.938 -5.220 -0.150  0.121
H7 -1.177 -3.465 2.394  0.069
H8 -1.664 -3.552 0.718  0.090
C3 -2.624 -0.462 0.808  -0.079
C4 -3.780 0.270 1.448  -0.305
O3 -4.859 0.513 0.578  -0.077
H9 -1.884 -0.652 1.632  0.089
H10 -2.125 0.173 0.098  0.034
H11 -2.928 -1.387 0.400  0.056
H12 -3.406 1.274 1.642  0.093
H13 -4.196 -0.175 2.318  0.109
H14 -4.544 1.115 -0.116  0.084
C5 1.123 -1.969 0.217  -0.025
C6 1.050 -0.733 -0.658  -0.285
O4 0.535 0.334 0.084  -0.086
H15 0.201 -2.446 0.310  0.036
H16 1.456 -1.774 1.198  0.040
H17 1.799 -2.679 -0.221  0.083
H18 0.477 -0.985 -1.520  0.074
H19 1.971 -0.420 -1.109  0.100
H20 0.385 1.096 -0.488  0.057
C7 2.431 -0.400 3.787  -0.079
C8 1.577 0.774 3.462  -0.303
O5 0.373 0.335 2.874  -0.100
H21 2.015 -0.883 4.639  0.056
H22 3.404 -0.010 4.063  0.083
H23 2.468 -1.055 2.939  0.064
H24 2.140 1.359 2.734  0.092
H25 1.467 1.350 4.362  0.114
H26 0.517 0.137 1.932  0.040
C9 3.742 2.064 -3.995  -0.108
O6 2.660 1.494 -3.234  -0.150
H27 4.657 1.928 -3.417  0.080
H28 3.590 3.136 -4.221  0.079
H29 3.810 1.614 -5.005  0.094
H30 2.246 0.850 -3.791  0.035
C10 3.449 2.184 0.452  -0.154
O7 2.377 3.112 0.420  -0.108
H31 3.163 1.173 0.363  0.048
H32 3.914 2.140 1.431  0.073
H33 4.260 2.445 -0.244  0.085
H34 1.979 3.151 -0.453  0.022
C11 -1.226 2.872 0.791  -0.200
O8 -2.381 3.561 1.135  -0.120
H35 -0.505 3.588 0.455  0.060
H36 -1.423 2.201 -0.052  0.051
H37 -0.779 2.148 1.528  0.093
H38 -2.236 4.152 1.924  0.117
C12 -2.520 -0.659 -2.590  -0.170
O9 -2.107 0.291 -3.505  -0.113
H39 -1.696 -1.148 -2.155  0.042
H40 -3.209 -1.443 -2.940  0.096
H41 -2.987 -0.077 -1.791  0.064
H42 -1.694 0.963 -2.985  -0.003
C13 0.229 -3.152 4.556  -0.140
O10 -0.326 -2.534 3.417  -0.147
H43 -0.207 -4.123 4.729  0.075
H44 0.011 -2.537 5.474  0.101
H45 1.302 -3.269 4.605  0.066
H46 -0.300 -1.582 3.590  0.068
C14 0.857 -1.736 -4.160  -0.102
O11 0.770 -0.297 -4.048  -0.136
H47 0.035 -2.244 -3.698  0.069
H48 1.762 -2.112 -3.694  0.085
H49 0.913 -1.988 -5.183  0.065
H50 0.028 0.008 -4.559  0.071

Cartesian forces (eV/Å) of the 2 atoms listed first:
N 6.783 -0.237 -0.663
C -3.787 -7.577 1.034

Computed properties:
Orbital gap (eV): 8.63
Molecular weight (g mol⁻¹): 450.6
Relative energy (zero: lowest compared OMol25 entry of this formula, charge and spin) (kJ/mol): 228.3

***

Entry 2:
Density functional theory data (ωB97M-V with the def2-TZVPD basis set) for C10H22CsNO6P as an isolated structure at a distorted geometry.

Each line ends with the Löwdin charge.
Positions of all 41 atoms, in Å:
C1 -2.242 -1.697 3.691  -0.066
C2 -3.193 -1.948 2.534  -0.244
O1 -2.562 -2.664 1.466  -0.085
C3 -1.728 -1.908 0.670  -0.407
O2 -0.926 -2.808 -0.059  0.021
C4 0.427 -2.757 0.223  -0.455
O3 0.922 -3.473 1.026  0.191
C5 1.187 -1.721 -0.580  -0.090
C6 2.025 -0.823 0.335  -0.170
C7 2.669 0.378 -0.362  -0.183
C8 1.775 1.103 -1.367  -0.164
C9 2.431 2.378 -1.878  -0.522
O4 2.594 3.329 -0.847  -0.175
C10 1.823 4.497 -1.026  -0.101
P1 -2.710 -0.826 -0.530  0.575
N1 -4.221 -0.985 -0.425  -0.120
O5 -2.001 -1.000 -1.964  -0.140
O6 -2.101 0.646 -0.146  -0.173
H1 -2.808 -1.336 4.552  0.082
H2 -1.477 -0.949 3.471  0.062
H3 -1.740 -2.625 3.965  0.088
H4 -3.641 -1.021 2.157  0.099
H5 -4.022 -2.584 2.834  0.129
H6 -1.083 -1.252 1.280  0.125
H7 0.482 -1.158 -1.188  0.088
H8 1.842 -2.279 -1.257  0.144
H9 1.412 -0.474 1.172  0.120
H10 2.812 -1.432 0.779  0.125
H11 2.969 1.094 0.406  0.121
H12 3.585 0.062 -0.873  0.124
H13 1.566 0.454 -2.225  0.121
H14 0.814 1.364 -0.907  0.128
H15 3.421 2.102 -2.244  0.033
H16 1.857 2.809 -2.677  -0.081
H17 2.002 4.958 -2.006  0.019
H18 2.110 5.221 -0.269  0.108
H19 0.751 4.291 -0.938  0.110
H20 -4.741 -1.195 -1.265  0.007
H21 -1.598 -0.181 -2.268  0.066
H22 -1.880 0.741 0.785  0.064
Cs1 3.200 3.671 -4.045  1.427

Cartesian forces (eV/Å) of the 2 atoms listed first:
C -0.058 -0.058 0.046
C 0.041 0.108 -0.083

Computed properties:
Orbital gap (eV): 7.33
Molecular weight (g mol⁻¹): 416.2
Net charge: +1

***

Entry 3:
Density functional theory data (ωB97M-V with the def2-TZVPD basis set) for C8H12N2O7 as an isolated structure at a distorted geometry.

Each line ends with the Löwdin charge.
Positions of all 29 atoms, in Å:
C1 1.573 -1.749 0.015  -0.373
C2 0.836 -0.503 -0.305  -0.320
C3 1.580 -1.822 1.631  -0.013
C4 2.776 -2.692 2.219  -0.444
C5 -1.261 0.731 -0.435  -0.245
C6 -2.586 0.726 0.298  -0.395
C7 -1.261 1.370 -1.912  0.001
C8 -1.664 2.876 -1.587  -0.657
H1 3.194 -0.865 -0.676  0.024
H2 2.725 -1.907 -1.645  0.173
H3 0.988 -2.482 -0.462  0.144
H4 0.501 -2.088 2.034  0.145
H5 1.670 -0.492 1.929  0.222
H6 3.901 -2.440 0.603  0.189
H7 -0.980 -1.282 0.292  0.184
H8 -0.649 1.414 0.250  0.188
H9 -2.042 1.018 -2.694  0.157
H10 -0.264 1.455 -2.180  0.069
H11 -1.492 3.055 -3.728  0.332
H12 -4.216 1.547 0.417  0.155
N1 2.795 -1.675 -0.598  0.067
N2 -0.596 -0.504 -0.386  0.071
O1 1.262 0.499 -1.060  -0.026
O2 2.359 -3.146 3.265  0.068
O3 4.158 -2.685 1.743  -0.050
O4 -2.986 -0.073 1.210  0.043
O5 -1.521 3.542 -0.617  0.142
O6 -2.130 3.373 -2.662  0.036
O7 -3.477 1.578 -0.229  0.114

Cartesian forces (eV/Å) of the 2 atoms listed first:
C -2.126 1.986 2.903
C -3.197 5.438 -6.798

Computed properties:
Orbital gap (eV): 9.48
Molecular weight (g mol⁻¹): 248.2
Relative energy (zero: lowest compared OMol25 entry of this formula, charge and spin) (kJ/mol): 732.9

***

Entry 4:
Density functional theory data (ωB97M-V with the def2-TZVPD basis set) for C50H114Cl8CuN6O18P3 as an isolated structure at a distorted geometry.

Each line ends with the Löwdin charge.
Positions of all 200 atoms, in Å:
Cu1 -1.895 -4.184 3.588  0.302
C1 -0.187 0.300 -1.392  -0.049
C2 0.109 -0.714 -0.317  -0.523
C3 1.589 -0.666 -0.007  -0.170
C4 1.963 0.611 0.720  -0.184
C5 1.251 0.640 2.097  -0.132
C6 -0.307 0.608 1.894  -0.453
N1 -0.690 -0.528 0.941  -0.067
O1 -2.124 -0.852 0.873  -0.171
C7 -0.846 1.971 1.484  -0.038
C8 -0.836 0.336 3.377  -0.061
C9 -0.117 -2.149 -0.885  -0.035
H1 0.282 0.141 -2.363  0.089
H2 0.016 1.361 -1.249  0.065
H3 -1.260 0.308 -1.585  0.089
H4 2.105 -0.810 -0.956  0.121
H5 1.865 -1.471 0.674  0.124
H6 1.897 1.505 0.100  0.104
H7 3.023 0.611 0.976  0.102
H8 1.542 1.547 2.627  0.112
H9 1.605 -0.100 2.816  0.113
H10 -0.676 2.691 2.284  0.086
H11 -1.903 1.907 1.228  0.088
H12 -0.262 2.218 0.597  0.057
H13 -1.904 0.416 3.578  0.065
H14 -0.568 1.071 4.136  0.076
H15 -0.648 -0.689 3.695  0.059
H16 -1.076 -2.198 -1.401  0.076
H17 -0.238 -2.811 -0.027  0.075
H18 0.657 -2.474 -1.580  0.082
C10 -2.656 -4.456 12.690  -0.384
O2 -2.402 -4.863 13.801  0.022
N2 -1.971 -4.676 11.580  -0.181
C11 -2.554 -4.272 10.358  -0.091
C12 -0.686 -5.448 11.632  -0.009
H19 -3.493 -3.795 12.417  0.130
H20 -3.602 -3.973 10.336  0.092
H21 -2.451 -4.994 9.548  0.086
H22 -1.923 -3.480 9.954  0.089
H23 -0.637 -6.337 11.003  0.081
H24 0.114 -4.864 11.177  0.080
H25 -0.365 -5.678 12.647  0.086
C13 -9.275 -3.743 3.160  -0.335
O3 -9.727 -4.901 3.059  -0.030
N3 -9.775 -2.897 4.026  -0.209
C14 -10.895 -3.205 4.872  -0.044
C15 -9.301 -1.539 4.138  -0.064
H26 -8.463 -3.332 2.540  0.138
H27 -10.739 -3.092 5.945  0.094
H28 -11.221 -4.237 4.738  0.087
H29 -11.730 -2.617 4.491  0.097
H30 -9.988 -0.777 3.770  0.089
H31 -9.112 -1.466 5.209  0.088
H32 -8.344 -1.246 3.706  0.088
C16 -6.989 8.602 5.794  -0.371
O4 -5.847 8.960 5.959  0.029
N4 -7.370 7.464 5.189  -0.200
C17 -8.645 7.439 4.456  -0.052
C18 -6.437 6.370 4.946  -0.054
H33 -7.884 9.183 6.068  0.134
H34 -8.908 6.472 4.028  0.084
H35 -8.601 8.148 3.629  0.090
H36 -9.436 7.612 5.186  0.085
H37 -6.853 5.402 5.225  0.083
H38 -6.217 6.361 3.878  0.086
H39 -5.459 6.433 5.421  0.086
C19 6.538 -7.912 -0.190  -0.341
O5 7.755 -7.782 -0.113  -0.001
N5 5.700 -7.075 -0.819  -0.190
C20 4.252 -7.245 -0.791  -0.060
C21 6.196 -5.822 -1.339  -0.055
H40 6.010 -8.731 0.323  0.133
H41 4.021 -8.253 -0.445  0.079
H42 3.633 -7.130 -1.681  0.089
H43 3.831 -6.607 -0.015  0.086
H44 6.015 -5.709 -2.408  0.091
H45 5.936 -4.909 -0.804  0.091
H46 7.278 -5.900 -1.233  0.079
C22 3.285 -6.184 6.972  -0.357
O6 2.559 -5.216 6.748  -0.014
N6 4.475 -6.109 7.526  -0.191
C23 5.262 -7.275 7.795  -0.059
C24 5.136 -4.843 7.644  -0.059
H47 2.893 -7.201 6.815  0.135
H48 6.162 -7.187 7.187  0.091
H49 4.671 -8.184 7.683  0.091
H50 5.736 -7.342 8.774  0.088
H51 4.464 -3.993 7.761  0.092
H52 5.830 -4.699 8.472  0.088
H53 5.870 -4.606 6.874  0.093
Cl1 8.075 5.118 5.977  0.521
C25 7.409 3.599 5.307  -0.654
C26 8.386 2.439 5.098  -0.674
Cl2 9.388 2.135 6.517  0.546
H54 6.911 3.933 4.397  0.060
H55 6.637 3.237 5.987  0.065
H56 9.019 2.591 4.223  0.065
H57 7.955 1.500 4.751  0.071
Cl3 -8.333 4.408 -1.385  0.540
C27 -7.127 3.123 -1.228  -0.684
C28 -7.181 2.049 -2.308  -0.698
Cl4 -6.608 2.692 -3.806  0.579
H58 -7.286 2.691 -0.240  0.067
H59 -6.169 3.641 -1.274  0.058
H60 -8.201 1.705 -2.479  0.067
H61 -6.540 1.186 -2.127  0.071
Cl5 -1.086 7.641 11.691  0.571
C29 -2.384 6.774 10.888  -0.698
C30 -1.976 5.350 10.522  -0.652
Cl6 -3.396 4.275 10.303  0.518
H62 -2.809 7.257 10.008  0.079
H63 -3.231 6.819 11.573  0.059
H64 -1.497 4.791 11.326  0.051
H65 -1.347 5.275 9.636  0.073
Cl7 -3.128 8.888 -1.790  0.589
C31 -1.534 8.353 -2.225  -0.737
C32 -1.409 8.002 -3.687  -0.606
Cl8 0.363 7.731 -4.136  0.485
H66 -1.297 7.481 -1.616  0.069
H67 -0.789 9.085 -1.911  0.067
H68 -1.786 8.790 -4.339  0.065
H69 -1.921 7.067 -3.913  0.069
C33 -2.561 2.575 -9.663  -0.053
C34 -2.157 4.022 -9.282  -0.334
O7 -3.007 4.901 -9.906  -0.161
P1 -2.447 6.370 -10.416  0.528
O8 -0.990 6.637 -10.306  -0.238
O9 -2.947 6.577 -11.924  -0.183
C35 -2.152 6.094 -12.959  -0.291
C36 -2.869 4.879 -13.464  -0.084
O10 -3.370 7.509 -9.700  -0.178
C37 -3.202 8.858 -10.080  -0.297
C38 -3.940 9.931 -9.246  -0.057
H70 -2.092 1.816 -9.037  0.076
H71 -3.640 2.539 -9.512  0.075
H72 -2.344 2.439 -10.723  0.065
H73 -2.198 4.150 -8.201  0.116
H74 -1.091 4.186 -9.440  0.110
H75 -2.083 6.834 -13.757  0.126
H76 -1.153 5.763 -12.674  0.116
H77 -3.948 5.032 -13.451  0.080
H78 -2.709 4.543 -14.488  0.078
H79 -2.835 4.008 -12.810  0.064
H80 -2.156 9.159 -10.041  0.111
H81 -3.414 8.899 -11.148  0.109
H82 -3.810 10.930 -9.662  0.075
H83 -5.002 9.683 -9.247  0.074
H84 -3.482 9.992 -8.259  0.072
C39 10.301 1.652 -2.376  -0.040
C40 9.237 2.855 -2.051  -0.213
O11 9.904 4.147 -2.090  -0.196
P2 9.817 5.111 -0.804  0.485
O12 10.269 6.484 -1.140  -0.239
O13 8.295 4.975 -0.241  -0.221
C41 7.168 5.774 -0.728  -0.204
C42 6.348 6.406 0.472  -0.055
O14 10.602 4.246 0.354  -0.183
C43 11.967 4.378 0.570  -0.322
C44 12.718 3.232 0.099  -0.101
H85 9.791 0.689 -2.407  0.066
H86 10.884 1.853 -3.274  0.067
H87 11.063 1.658 -1.597  0.036
H88 8.415 2.851 -2.767  0.107
H89 8.813 2.592 -1.082  0.099
H90 7.604 6.480 -1.436  0.105
H91 6.507 5.170 -1.349  0.109
H92 6.771 7.229 1.048  0.072
H93 5.388 6.800 0.140  0.064
H94 6.010 5.635 1.165  0.063
H95 12.406 5.259 0.100  0.125
H96 11.963 4.450 1.658  0.130
H97 13.715 3.177 0.537  0.085
H98 12.331 2.245 0.354  0.079
H99 12.891 3.149 -0.974  0.082
C45 -0.950 -7.556 -7.060  -0.063
C46 -1.070 -9.071 -7.316  -0.267
O15 -0.644 -9.863 -6.180  -0.202
P3 -1.752 -10.544 -5.167  0.551
O16 -1.200 -10.858 -3.804  -0.248
O17 -2.968 -9.419 -5.182  -0.211
C47 -4.186 -9.800 -4.575  -0.265
C48 -4.172 -8.960 -3.249  -0.068
O18 -2.306 -11.834 -5.997  -0.195
C49 -1.762 -13.107 -5.879  -0.307
C50 -0.324 -13.113 -6.245  -0.087
H100 -1.806 -7.350 -6.417  0.063
H101 -0.051 -7.289 -6.505  0.079
H102 -1.107 -7.034 -8.004  0.078
H103 -2.119 -9.240 -7.562  0.106
H104 -0.487 -9.429 -8.165  0.115
H105 -5.038 -9.499 -5.185  0.113
H106 -4.398 -10.846 -4.353  0.116
H107 -3.336 -9.286 -2.631  0.065
H108 -3.978 -7.892 -3.348  0.073
H109 -5.071 -9.138 -2.659  0.070
H110 -1.900 -13.314 -4.818  0.116
H111 -2.281 -13.860 -6.473  0.126
H112 -0.201 -13.064 -7.327  0.085
H113 0.286 -12.304 -5.844  0.070
H114 0.101 -14.022 -5.820  0.086

Cartesian forces (eV/Å) of the 2 atoms listed first:
Cu -0.045 0.378 -0.320
C -1.392 1.167 -1.117

Computed properties:
Orbital gap (eV): 3.23
Molecular weight (g mol⁻¹): 1527.6

***

Entry 5:
Density functional theory data (ωB97M-V with the def2-TZVPD basis set) for C19H14N4OS as an isolated structure at a distorted geometry.

Each line ends with the Löwdin charge.
Positions of all 39 atoms, in Å:
O1 0.803 3.459 1.421  0.002
C1 1.088 2.428 0.703  -0.306
N1 2.292 2.313 0.049  0.161
C2 2.557 1.156 -0.811  -0.088
C3 3.821 0.495 -0.891  -0.109
C4 4.075 -0.460 -1.528  -0.142
C5 3.073 -0.984 -2.282  -0.084
N2 1.928 -0.320 -2.656  0.108
C6 1.574 0.680 -1.829  -0.034
H1 0.669 1.010 -1.869  0.045
H2 3.309 -1.481 -3.100  0.062
H3 5.014 -0.706 -1.660  0.095
H4 4.539 0.899 -0.158  0.147
H5 2.881 2.968 0.369  0.100
C7 -0.076 1.347 0.476  -0.107
C8 -1.476 1.484 0.447  0.061
N3 -1.926 0.121 0.372  -0.176
N4 -1.098 -0.709 0.691  0.155
C9 0.198 0.066 0.733  -0.185
C10 1.253 -0.709 1.293  -0.517
C11 2.273 -0.326 1.864  -0.275
C12 3.211 -1.195 2.267  -0.152
C13 3.044 -2.330 1.507  -0.383
S1 1.479 -2.330 0.805  1.081
H6 3.637 -3.168 1.157  0.065
H7 4.304 -1.112 2.682  0.155
H8 2.353 0.465 2.414  0.091
C14 -3.252 0.088 0.025  -0.171
C15 -4.385 0.839 0.151  -0.082
C16 -5.569 0.441 -0.156  -0.194
C17 -5.886 -0.740 -0.521  -0.120
C18 -4.915 -1.821 -0.569  -0.001
C19 -3.551 -1.374 -0.161  0.038
H9 -2.800 -2.258 -0.176  0.123
H10 -5.140 -2.901 -0.625  0.098
H11 -6.871 -0.948 -0.640  0.074
H12 -6.364 1.225 -0.412  0.158
H13 -4.096 1.933 0.511  0.157
H14 -1.966 2.453 0.108  0.151

Cartesian forces (eV/Å) of the 2 atoms listed first:
O 1.504 -3.844 -2.509
C -3.496 3.066 1.371

Computed properties:
Orbital gap (eV): 8.00
Molecular weight (g mol⁻¹): 346.4

***

> What is the formula in the second record?

C10H22CsNO6P